Molecular formula: C40H70N8O4S2
Method: DFT, ωB97M-V/def2-TZVPD

Summary:
HOMO energy, eV: -8.7
Net charge: 0
SMILES: O=S1(=O)CCCC1.O=S1(=O)CCCC1.c1cc[nH]c1.CCCC#N.CCCC#N.CCCC#N.CCCC#N.CCCC#N.CCCC#N.CCCC#N
Strongest force on any atom, eV Å⁻¹: 1.52
Orbital gap, eV: 8.6
LUMO level, eV: -0.109

Bonds (Å) are listed after each position.
CARTESIAN COORDINATES (ANGSTROEM)
1 O 3.5520 2.4519 7.8620  S2 1.437
2 S 2.8403 3.4166 7.0692  O1 1.437, O3 1.450, C4 1.821, C7 1.830
3 O 2.5431 4.7132 7.6473  S2 1.450
4 C 3.7021 3.6190 5.4779  S2 1.821, C5 1.524, H8 1.087, H9 1.090
5 C 3.1298 2.4796 4.6435  C4 1.524, C6 1.541, H10 1.090, H11 1.093
6 C 1.6119 2.3589 4.8826  C5 1.541, C7 1.535, H12 1.089, H13 1.087
7 C 1.3239 2.6817 6.3553  S2 1.830, C6 1.535, H14 1.088, H15 1.090
8 H 4.7640 3.5847 5.7060  C4 1.087
9 H 3.4623 4.5745 5.0102  C4 1.090
10 H 3.3794 2.6491 3.5962  C5 1.090
11 H 3.6327 1.5701 4.9827  C5 1.093
12 H 1.3759 1.3171 4.6693  C6 1.089
13 H 1.0807 3.0006 4.1844  C6 1.087
14 H 1.0215 1.8738 7.0185  C7 1.088
15 H 0.5354 3.4324 6.4064  C7 1.090
16 O -2.7727 -0.4517 -2.2007  S17 1.445
17 S -3.3259 -1.7714 -2.0021  O16 1.445, O18 1.450, C19 1.829, C22 1.826
18 O -2.9181 -2.6243 -0.9028  S17 1.450
19 C -5.1406 -1.5543 -1.9208  S17 1.829, C20 1.507, H23 1.090, H24 1.086
20 C -5.6527 -2.6534 -2.8153  C19 1.507, C21 1.535, H25 1.094, H26 1.092
21 C -4.7633 -2.6178 -4.0655  C20 1.535, C22 1.535, H27 1.097, H28 1.091
22 C -3.3164 -2.7170 -3.5644  S17 1.826, C21 1.535, H29 1.086, H30 1.091
23 H -5.3314 -0.5887 -2.3885  C19 1.090
24 H -5.4361 -1.5730 -0.8759  C19 1.086
25 H -5.6019 -3.6219 -2.3085  C20 1.094
26 H -6.6885 -2.5905 -3.1546  C20 1.092
27 H -4.9364 -1.6822 -4.6110  C21 1.097
28 H -5.0592 -3.3347 -4.8327  C21 1.091
29 H -2.5692 -2.4112 -4.2907  C22 1.086
30 H -3.1867 -3.7701 -3.3112  C22 1.091
31 C -0.1422 3.7535 1.5206  C32 1.414, C35 1.371, H36 1.079
32 C 0.9769 3.2047 0.8529  C31 1.414, C33 1.354, H37 1.078
33 C 0.9562 3.6577 -0.4233  C32 1.354, N34 1.379, H38 1.078
34 N -0.2025 4.3851 -0.5991  C33 1.379, C35 1.378, H39 1.002
35 C -0.8576 4.4856 0.6087  C31 1.371, N34 1.378, H40 1.075
36 H -0.4138 3.5788 2.5502  C31 1.079
37 H 1.7404 2.5641 1.2638  C32 1.078
38 H 1.5486 3.3506 -1.2696  C33 1.078
39 H -0.5261 4.8185 -1.4430  N34 1.002
40 H -1.7406 5.0842 0.7451  C35 1.075
41 C 0.7659 -1.2445 -1.2932  C42 1.528, H46 1.091, H47 1.095, H48 1.093
42 C 0.3156 0.2109 -1.1715  C41 1.528, C43 1.536, H49 1.091, H50 1.086
43 C -0.5413 0.3297 0.0977  C42 1.536, C44 1.469, H51 1.091, H52 1.097
44 C 0.2410 0.1182 1.3231  C43 1.469, N45 1.150
45 N 0.8345 -0.0264 2.2978  C44 1.150
46 H -0.0709 -1.9046 -1.5256  C41 1.091
47 H 1.2012 -1.6077 -0.3565  C41 1.095
48 H 1.5627 -1.3492 -2.0333  C41 1.093
49 H -0.3622 0.4170 -2.0006  C42 1.091
50 H 1.1769 0.8706 -1.2303  C42 1.086
51 H -1.4323 -0.2969 0.0438  C43 1.091
52 H -0.9438 1.3410 0.2332  C43 1.097
53 C -3.2767 3.1154 3.6719  C54 1.521, H58 1.090, H59 1.091, H60 1.094
54 C -2.4171 2.0520 4.3390  C53 1.521, C55 1.523, H61 1.092, H62 1.091
55 C -2.4129 0.7565 3.5380  C54 1.523, C56 1.475, H63 1.094, H64 1.092
56 C -3.7365 0.1660 3.2635  C55 1.475, N57 1.146
57 N -4.7789 -0.2522 3.0345  C56 1.146
58 H -3.2704 4.0513 4.2301  C53 1.090
59 H -4.3111 2.7874 3.5610  C53 1.091
60 H -2.9071 3.3188 2.6621  C53 1.094
61 H -2.7647 1.8677 5.3577  C54 1.092
62 H -1.3797 2.3722 4.4497  C54 1.091
63 H -1.8910 -0.0646 4.0385  C55 1.094
64 H -1.9702 0.8603 2.5457  C55 1.092
65 C 4.7066 -0.9982 -1.5748  C66 1.541, H70 1.085, H71 1.095, H72 1.094
66 C 5.0701 -1.3615 -0.1224  C65 1.541, C67 1.536, H73 1.088, H74 1.093
67 C 4.0793 -0.7603 0.8858  C66 1.536, C68 1.467, H75 1.091, H76 1.091
68 C 4.1317 0.7056 0.8548  C67 1.467, N69 1.149
69 N 4.1742 1.8510 0.7809  C68 1.149
70 H 5.0359 -1.6487 -2.3790  C65 1.085
71 H 5.1210 0.0051 -1.7166  C65 1.095
72 H 3.6265 -0.8515 -1.6691  C65 1.094
73 H 6.0781 -1.0403 0.1314  C66 1.088
74 H 5.0370 -2.4483 -0.0104  C66 1.093
75 H 4.3135 -1.0915 1.8983  C67 1.091
76 H 3.0393 -1.0360 0.7020  C67 1.091
77 C 0.1848 -1.4597 -6.2949  C78 1.541, H82 1.093, H83 1.093, H84 1.087
78 C 0.8828 -0.8436 -5.0674  C77 1.541, C79 1.534, H85 1.089, H86 1.090
79 C 2.1927 -0.1592 -5.4774  C78 1.534, C80 1.470, H87 1.087, H88 1.097
80 C 2.0551 0.8737 -6.5142  C79 1.470, N81 1.145
81 N 1.9385 1.6657 -7.3330  C80 1.145
82 H -0.2621 -0.6488 -6.8749  C77 1.093
83 H -0.6766 -2.0445 -5.9626  C77 1.093
84 H 0.8445 -2.0290 -6.9456  C77 1.087
85 H 1.1264 -1.6086 -4.3318  C78 1.089
86 H 0.1459 -0.1547 -4.6541  C78 1.090
87 H 2.9553 -0.8890 -5.7378  C79 1.087
88 H 2.5246 0.4345 -4.6168  C79 1.097
89 C 4.4171 -4.8413 -1.3154  C90 1.517, H94 1.093, H95 1.090, H96 1.090
90 C 3.0124 -4.3515 -1.6135  C89 1.517, C91 1.537, H97 1.097, H98 1.096
91 C 2.5557 -4.6961 -3.0405  C90 1.537, C92 1.456, H99 1.088, H100 1.095
92 C 3.2345 -3.8893 -4.0444  C91 1.456, N93 1.151
93 N 3.7700 -3.2002 -4.7947  C92 1.151
94 H 4.4096 -5.9327 -1.3774  C89 1.093
95 H 4.7663 -4.5874 -0.3146  C89 1.090
96 H 5.1653 -4.4704 -2.0160  C89 1.090
97 H 2.8616 -3.2864 -1.3991  C90 1.097
98 H 2.2461 -4.7291 -0.9269  C90 1.096
99 H 1.4745 -4.6322 -3.1449  C91 1.088
100 H 2.8610 -5.7224 -3.2719  C91 1.095
101 C -0.3477 -3.1801 1.5930  C102 1.533, H106 1.086, H107 1.089, H108 1.097
102 C -0.0768 -4.1223 2.7719  C101 1.533, C103 1.521, H109 1.092, H110 1.095
103 C 1.3206 -4.7194 2.8390  C102 1.521, C104 1.478, H111 1.095, H112 1.089
104 C 2.3596 -3.7439 3.2315  C103 1.478, N105 1.146
105 N 3.1704 -2.9805 3.5003  C104 1.146
106 H -1.2152 -2.5464 1.7545  C101 1.086
107 H -0.3855 -3.7622 0.6731  C101 1.089
108 H 0.4935 -2.4768 1.5742  C101 1.097
109 H -0.8428 -4.9003 2.7981  C102 1.092
110 H -0.2506 -3.5403 3.6826  C102 1.095
111 H 1.6330 -5.1011 1.8618  C103 1.095
112 H 1.3792 -5.5669 3.5206  C103 1.089
113 C -4.5134 2.7712 -0.9024  C114 1.513, H118 1.089, H119 1.090, H120 1.097
114 C -4.2660 4.2525 -0.7172  C113 1.513, C115 1.526, H121 1.092, H122 1.098
115 C -5.2213 5.2321 -1.3921  C114 1.526, C116 1.466, H123 1.092, H124 1.091
116 C -5.1461 5.1310 -2.8528  C115 1.466, N117 1.144
117 N -5.0559 5.0778 -3.9917  C116 1.144
118 H -5.4575 2.4473 -0.4678  C113 1.089
119 H -3.6703 2.1847 -0.5364  C113 1.090
120 H -4.5316 2.5311 -1.9728  C113 1.097
121 H -3.2511 4.5522 -0.9884  C114 1.092
122 H -4.2704 4.4265 0.3665  C114 1.098
123 H -4.9202 6.2497 -1.1338  C115 1.092
124 H -6.2589 5.1275 -1.0717  C115 1.091